{"formula": "C31H30I2N3OPZn", "method": "wB97M-V/def2-TZVPD", "symbols": ["Zn", "I", "C", "C", "C", "I", "C", "C", "C", "C", "N", "C", "C", "O", "H", "H", "H", "H", "C", "C", "C", "C", "C", "C", "P", "C", "C", "C", "C", "C", "C", "C", "C", "C", "C", "C", "C", "H", "H", "H", "H", "H", "H", "H", "H", "H", "H", "H", "H", "H", "H", "N", "C", "C", "C", "C", "N", "H", "H", "H", "H", "H", "H", "H", "H", "H", "H", "H", "H"], "xyz": [[1.25272, 1.36325, 0.57276], [-0.97959, 5.32861, 0.86718], [-1.37236, 4.27449, -0.93285], [-2.39084, 4.71434, -1.75328], [-2.58142, 4.13953, -2.98196], [-4.00231, 4.93671, -4.24100], [-1.72948, 3.00498, -3.35973], [-1.87109, 2.41941, -4.65095], [-1.00804, 1.47652, -5.01430], [-0.00357, 1.01643, -4.10624], [0.04056, 1.38845, -2.90737], [-0.76743, 2.44785, -2.47172], [-0.60957, 3.11690, -1.22640], [0.30332, 2.68987, -0.38903], [-2.99845, 5.58933, -1.44174], [-2.66064, 2.79537, -5.25468], [-1.00310, 1.05050, -5.98347], [0.69095, 0.25723, -4.42544], [-1.73233, -3.48650, 3.69138], [-2.45382, -2.38974, 3.25430], [-2.18557, -1.91469, 1.97925], [-1.06526, -2.38233, 1.23686], [-0.24955, -3.34902, 1.79536], [-0.63098, -3.95809, 3.02052], [-0.73653, -1.46971, -0.38877], [-1.41318, -2.78652, -1.46226], [-2.35608, -3.73332, -1.08204], [-2.85573, -4.62028, -2.06514], [-2.29547, -4.63034, -3.33051], [-1.28992, -3.68906, -3.68315], [-0.84460, -2.76738, -2.79455], [1.07865, -1.46289, -0.46981], [1.65160, -2.65846, -0.86808], [3.01155, -2.81286, -0.96298], [3.82597, -1.68389, -0.82972], [3.21448, -0.52003, -0.30278], [1.80794, -0.34286, -0.26913], [-2.11344, -3.88141, 4.58693], [-3.14781, -1.80166, 3.84792], [-2.73777, -1.10097, 1.59765], [0.67243, -3.66637, 1.37110], [0.07717, -4.64594, 3.49768], [-2.70130, -3.61681, -0.06875], [-3.54695, -5.35107, -1.77306], [-2.68886, -5.33989, -4.09250], [-0.86546, -3.72975, -4.70050], [0.03618, -2.05936, -3.06303], [0.97295, -3.51768, -1.01705], [3.42370, -3.80143, -1.22487], [4.87655, -1.49248, -1.06041], [3.86398, 0.37206, -0.15402], [-0.05394, 1.16704, 2.25022], [0.55161, 1.28644, 3.63689], [1.04280, 2.70388, 3.95614], [2.59141, 2.98217, 3.95888], [3.37001, 2.61922, 2.69101], [2.67042, 2.89909, 1.48039], [-0.71513, 1.90658, 2.17059], [-0.61095, 0.33345, 2.23127], [1.30373, 0.46226, 3.62037], [-0.16320, 1.04420, 4.45705], [0.83117, 3.00653, 4.97725], [0.61670, 3.51789, 3.35408], [3.18205, 2.53992, 4.80373], [2.89196, 4.06131, 4.19680], [3.74565, 1.60980, 2.72803], [4.27156, 3.27245, 2.70820], [3.28786, 3.04677, 0.69865], [2.27409, 3.82197, 1.56488]], "forces_ev_per_a": [[-0.5, -0.1, -0.2], [-0.1, -0.5, -0.5], [0.7, -1.1, 0.4], [-0.7, 1.3, -0.3], [1.4, -1.6, 0.3], [-0.4, 0.2, -0.3], [-1.2, 0.9, 0.1], [-0.1, 0.7, 1.3], [1.2, -0.8, -0.3], [-1.3, -0.4, -1.9], [0.3, 2.1, 3.7], [-1.0, 0.2, -2.0], [1.5, -0.4, 1.8], [-0.8, 1.2, -0.3], [0.5, -0.7, -0.3], [-0.3, 0.0, -0.7], [-0.2, -0.3, -0.9], [0.2, -0.3, -0.1], [-0.5, 0.5, 0.3], [0.2, 0.6, -1.5], [1.6, -0.6, 0.3], [-0.4, 1.2, -0.1], [-1.0, -0.5, 1.4], [1.0, 0.6, -0.7], [-1.3, 0.3, 1.6], [1.9, 0.3, -1.6], [0.3, 1.0, -1.2], [1.6, 0.9, 0.4], [-0.3, 0.2, -0.6], [-0.5, -1.2, -1.3], [0.7, 1.0, 1.3], [-1.5, -1.8, -1.3], [-0.2, -1.3, 0.6], [1.3, -0.6, -1.1], [-0.7, 1.7, 1.3], [0.2, 0.2, -1.7], [2.1, 1.5, 2.1], [0.3, -0.8, 1.3], [-0.3, -0.7, 0.2], [-0.6, 0.8, -0.5], [0.5, 0.0, -0.6], [-0.6, -0.1, -0.3], [-0.4, -0.7, 0.1], [-1.1, -0.9, 0.2], [0.5, 0.6, 0.7], [-0.3, 0.0, 0.6], [-1.8, -1.2, 0.6], [0.7, 0.4, 0.0], [-0.1, 0.6, 0.0], [-0.1, -1.2, 0.1], [-0.4, -0.7, 0.0], [0.8, 0.5, 1.6], [-0.2, -0.7, -0.2], [2.2, 1.0, 0.4], [1.3, 0.6, 0.4], [1.8, 0.9, 1.2], [-1.3, -0.2, -1.3], [-0.7, 0.9, -0.4], [-0.1, -0.8, -0.2], [-0.1, 1.0, 0.5], [0.1, -0.1, -0.9], [-0.7, -0.4, 0.2], [-0.4, -0.6, -0.3], [-1.0, -0.4, -0.5], [-1.4, -0.9, -0.6], [-0.2, -0.6, -0.2], [-0.2, -0.5, 0.2], [0.5, -0.4, -0.3], [-0.8, 0.2, 0.0]], "lowdin_charge": [0.675, 0.854, -0.615, -0.273, -0.697, 0.928, -0.176, -0.073, -0.050, -0.166, 0.138, -0.121, -0.398, -0.259, 0.086, 0.028, 0.092, 0.103, -0.109, -0.089, -0.135, -0.372, -0.071, -0.065, 1.086, -0.382, -0.073, -0.080, -0.090, -0.111, -0.122, -0.476, -0.153, -0.093, -0.083, -0.144, -0.244, 0.086, 0.106, 0.078, 0.087, 0.109, 0.088, 0.081, 0.109, 0.107, 0.130, 0.109, 0.108, 0.098, 0.078, 0.010, -0.197, -0.180, -0.194, -0.294, 0.011, 0.068, 0.053, 0.127, 0.117, 0.100, 0.079, 0.117, 0.126, 0.105, 0.121, 0.098, 0.084], "spin_multiplicity": 1, "relative_energy_kj_mol": 0.0, "orbital_gap_ev": 7.22}